# C21H65N5O11

10 unconnected molecules or ions with the total composition C21H65N5O11 in a non-equilibrium geometry (ωB97M-V/def2-TZVPD, OMol25).

```
102
Properties=species:S:1:pos:R:3:lowdin_charge:R:1
N 2.54 2.86 -0.79 0.32
H 1.90 2.07 -0.75 0.10
H 2.52 3.61 -1.49 0.15
H 3.42 2.35 -0.95 0.13
H 2.56 3.33 0.09 0.11
C 0.33 -0.32 0.17 -0.79
O -0.56 0.49 0.07 -0.02
O -0.05 -1.58 -0.07 0.12
O 1.52 -0.17 0.41 -0.03
H -0.92 -1.44 -0.37 0.04
C 1.20 -4.69 -2.20 -0.03
C 0.03 -4.91 -3.31 -0.41
C -0.92 -3.79 -3.51 -0.26
O -1.96 -3.84 -2.57 -0.25
C -2.72 -2.60 -2.35 -0.02
N 0.74 -5.10 -4.54 0.03
H 0.87 -4.75 -1.15 0.05
H 1.45 -3.63 -2.23 0.05
H 1.96 -5.48 -2.35 0.08
H -0.52 -5.82 -3.05 0.14
H -1.42 -3.98 -4.50 0.14
H -0.37 -2.87 -3.46 0.11
H -3.57 -3.37 -2.27 0.13
H -2.75 -2.22 -3.52 0.14
H -2.35 -2.10 -1.47 0.04
H 1.12 -4.29 -4.97 0.07
H 0.03 -5.40 -5.11 0.03
C 1.16 1.35 -3.73 -0.01
C -0.38 1.47 -3.50 -0.50
C -1.17 0.16 -3.56 -0.21
O -0.96 -0.62 -4.70 -0.20
C -1.57 -0.29 -5.87 -0.11
N -0.55 2.23 -2.32 0.02
H 1.32 2.45 -3.65 0.09
H 1.31 1.01 -4.63 0.00
H 1.28 0.58 -2.92 0.10
H -0.76 2.01 -4.32 0.11
H -2.27 0.49 -3.28 0.16
H -0.85 -0.50 -2.73 0.11
H -2.64 -0.31 -5.59 0.11
H -1.36 -0.90 -6.67 0.06
H -1.17 0.67 -6.18 0.09
H -0.63 1.46 -1.54 0.08
H -1.53 2.68 -2.37 0.13
C -1.74 3.01 2.02 -0.09
C -1.06 4.06 1.32 -0.48
C -0.16 4.86 2.25 -0.18
O -0.95 5.71 3.11 -0.19
C -0.17 6.80 3.63 -0.11
N -0.14 3.44 0.40 0.03
H -1.15 2.36 2.66 0.06
H -2.49 2.45 1.47 0.07
H -2.70 3.46 2.59 0.15
H -1.71 4.79 0.88 0.14
H 0.56 5.28 1.87 0.02
H 0.33 3.97 2.93 0.15
H 0.71 6.29 4.34 0.13
H -0.97 7.34 4.25 0.11
H 0.54 7.31 2.99 0.06
H -0.48 3.69 -0.56 0.07
H -0.54 2.41 0.63 0.09
C 2.18 2.26 4.66 -0.10
C 1.68 1.15 3.84 -0.39
C 0.34 0.55 4.22 -0.21
O 0.55 0.02 5.50 -0.23
C -0.38 -1.05 5.93 -0.04
N 1.55 1.73 2.42 0.08
H 1.47 3.11 4.77 0.07
H 3.19 2.50 4.10 0.12
H 2.30 1.85 5.72 0.10
H 2.51 0.40 3.72 0.15
H -0.19 -0.18 3.75 0.08
H -0.44 1.26 4.34 0.11
H -0.26 -1.02 7.21 0.16
H -0.13 -1.91 5.48 0.02
H -1.38 -0.67 5.83 0.07
H 0.83 2.31 2.23 -0.06
H 1.58 0.94 1.80 0.02
C -1.69 -4.53 1.35 -0.18
O -2.77 -4.89 2.25 -0.11
H -0.59 -4.53 1.60 0.06
H -1.47 -3.49 1.01 0.05
H -1.82 -5.12 0.36 0.10
H -2.37 -5.00 3.13 0.08
C 4.33 -1.21 -1.95 -0.11
O 3.65 -0.17 -1.23 -0.18
H 4.25 -2.11 -1.48 0.06
H 5.22 -1.02 -2.08 -0.02
H 3.89 -1.27 -3.02 0.12
H 2.73 -0.42 -0.81 0.08
C -4.15 0.28 -0.20 -0.11
O -3.01 0.74 -0.91 -0.15
H -4.42 0.82 0.41 -0.06
H -4.05 -0.69 0.21 0.09
H -5.01 0.28 -0.82 0.09
H -2.13 0.54 -0.45 0.04
C 2.09 -2.78 2.65 -0.12
O 2.90 -1.78 2.11 -0.13
H 1.36 -2.18 3.17 0.06
H 2.41 -3.39 3.28 -0.02
H 1.48 -3.35 1.64 0.16
H 2.62 -1.49 1.23 0.04
```

As for the spin multiplicity: 1.

# C5H12O5

C5H12O5 in the gas phase (ωB97M-V/def2-TZVPD, OMol25).

```
22
Properties=species:S:1:pos:R:3:lowdin_charge:R:1
O -3.00 -0.29 -0.38 -0.05
C -2.23 0.81 -0.01 -0.22
C -0.72 0.63 -0.29 -0.30
O -0.07 1.89 -0.20 -0.03
C -0.08 -0.38 0.69 -0.27
O -0.95 -1.44 0.99 -0.02
C 1.24 -1.00 0.17 -0.31
O 0.93 -2.00 -0.78 -0.01
C 2.26 0.00 -0.40 -0.21
O 2.53 1.07 0.46 -0.05
H -2.70 -1.03 0.17 0.08
H -2.36 1.05 1.06 0.13
H -2.59 1.66 -0.60 0.13
H -0.61 0.30 -1.32 0.16
H -0.41 2.36 0.56 0.11
H 0.12 0.15 1.64 0.16
H -0.68 -2.19 0.43 0.10
H 1.70 -1.54 1.01 0.16
H 0.72 -1.58 -1.62 0.10
H 1.90 0.37 -1.38 0.13
H 3.21 -0.52 -0.56 0.13
H 1.78 1.69 0.38 0.07
```

As for the spin multiplicity: 1. The SMILES is OC[C@@H](O)[C@@H](O)[C@@H](O)CO.

Result set for frontier orbital gap: 8.5; 10.7 eV, one per record in the order listed.
Result set for relative energy (zero: lowest compared OMol25 entry of this formula, charge and spin): 404.3; 70.0 kJ/mol, one per record in the order listed.